[1]
DFT (wB97M-V/def2-TZVPD) results for 2 unconnected molecules or ions with the total composition C14H28BrF2N5O15P4S at a distorted geometry.

The geometry in ORCA input format:
```
! RIJCOSX wB97M-V def2-TZVPD def2/J DEFGRID3
* xyz 0 1
N -1.20818 0.09007 2.86041
P -0.93758 1.43913 2.18665
O -1.83222 1.89736 0.92429
O -0.89183 2.74741 3.12505
C 0.75222 1.61427 1.39582
O 1.18022 2.93828 1.25749
O 0.52754 0.94031 0.18660
C 1.33268 0.97743 -0.99649
P 3.19083 0.92370 -0.87673
O 3.79933 -0.37058 -0.48518
P 0.70622 2.55962 -1.91504
O 0.84512 2.17412 -3.47405
Br 2.40499 4.03121 -1.77818
C 0.83547 -0.30759 -1.74846
F 1.54153 -0.37470 -2.95414
C 1.11125 -1.57546 -0.93166
C 2.01939 -2.62265 -1.57072
O 2.27528 -3.61164 -0.57594
O -0.52526 -0.11010 -1.99830
C -1.30360 -0.95375 -2.86492
C -0.59020 -2.27036 -3.23130
C -0.46078 -3.45511 -2.29796
O 0.12615 -4.42774 -2.56611
F -1.09694 -3.33085 -1.11720
C -1.66270 -0.21815 -4.16364
C -2.73961 0.91305 -4.13464
N -2.98838 1.56772 -2.87093
N -4.00986 0.26690 -4.45139
N -2.31674 1.93227 -5.11296
N -2.51509 -1.25016 -2.11180
C -3.45181 -1.91155 -2.44379
S -4.71386 -2.79744 -2.70445
P 2.03680 0.89832 2.54428
O 3.39632 1.41113 2.32790
O 1.40491 1.25407 3.96813
O 1.83318 -0.66186 2.38019
H -1.97221 -0.44395 2.46250
H -2.74933 2.08282 1.16941
H -1.65831 3.32530 3.03940
H 0.47351 3.47578 0.86714
H 3.48068 1.33737 -2.18370
H 3.49450 2.01117 -0.06898
H 1.74537 2.13877 -3.82306
H 0.15382 -2.00309 -0.63748
H 1.60867 -1.29169 -0.00512
H 1.57119 -3.11291 -2.44072
H 2.94408 -2.13875 -1.88720
H 3.22375 -3.76145 -0.53698
H -1.14082 -2.68365 -4.08410
H 0.41929 -2.07869 -3.60859
H -2.02796 -0.98274 -4.85907
H -0.73548 0.17365 -4.58870
H -3.49190 0.95213 -2.24940
H -2.16159 1.92042 -2.41661
H -3.94513 -0.25076 -5.32110
H -4.71530 0.98933 -4.56771
H -2.46962 2.84992 -4.70944
H -2.89351 1.86888 -5.94341
H 1.39771 2.21684 4.09310
H 2.66729 -1.12531 2.55913
O 1.08258 0.17156 10.16072
C 0.98724 -0.16110 9.02497
O -0.04125 0.15876 8.20736
C 0.30034 -0.21789 6.86660
C 1.33911 -1.29996 7.10036
O 1.89540 -0.91560 8.36180
H -0.58468 -0.56016 6.33838
H 0.71384 0.64704 6.35019
H 0.89321 -2.29043 7.20285
H 2.12070 -1.32823 6.34664
*
```

Results
- E_tot (eV) = -176606.6408
- HOMO level (Eh) = -0.345
- structure (SMILES) = N=P(O)(O)[C@](O)(O[C@]([PH2]=O)(P(O)Br)[C@@](F)(CCO)O[C@](CC(=O)F)(CC(N)(N)N)N=C=S)P(=O)(O)O.O=C1OCCO1

[2]
DFT (wB97M-V/def2-TZVPD) results for a molecular structure, C33H52EuN3O3P2 at a distorted geometry.

The geometry in ORCA input format:
```
! RIJCOSX wB97M-V def2-TZVPD def2/J DEFGRID3
* xyz 1 8
C -2.10078 -1.61341 -0.82891
C 0.15880 -1.63445 -1.50823
C -2.38796 -2.72039 -1.63461
C -0.19041 -2.52843 -2.54949
C -1.42261 -3.15004 -2.56471
H -3.33683 -3.24036 -1.53834
H 0.54272 -2.79695 -3.30741
H -1.63100 -3.93760 -3.28170
N -0.85110 -1.09161 -0.71847
P -2.99646 0.59433 0.74457
P 2.42433 -0.74433 0.06826
C -3.26602 -1.09569 0.06425
H -4.23230 -1.14945 -0.48144
H -3.38558 -1.81141 0.90070
C 0.54604 2.74908 3.10361
O 0.68179 3.61319 3.85874
C 1.59025 -1.47451 -1.42176
H 1.99795 -1.03324 -2.32864
C 3.90801 0.46956 -0.40939
C 2.99280 -2.54988 0.21741
C -3.70595 1.68740 -0.60539
C -3.91604 0.57666 2.39238
C 3.59123 1.87825 0.13493
H 3.33364 1.84636 1.20349
H 4.48332 2.51332 -0.00049
H 2.75932 2.35929 -0.38950
C 5.20030 -0.00274 0.26444
H 5.06792 -0.07521 1.35139
H 5.56268 -0.95701 -0.13255
H 5.98023 0.75122 0.07940
C 4.08866 0.57031 -1.92587
H 4.92154 1.26790 -2.12502
H 4.34293 -0.39064 -2.39185
H 3.18264 0.98033 -2.39520
C 3.77024 -2.72520 1.50768
H 3.15187 -2.39984 2.35573
H 3.97131 -3.79738 1.62172
H 4.71747 -2.18106 1.50922
C 1.72540 -3.42640 0.34456
H 1.05186 -3.03192 1.12000
H 1.17617 -3.50614 -0.59902
H 2.03426 -4.44295 0.61104
C 3.80472 -2.91106 -1.04705
H 3.45345 -2.42224 -1.97229
H 4.86879 -2.66938 -0.93733
H 3.68981 -3.98935 -1.21487
C -3.80681 1.95432 3.07784
H -4.23740 1.85715 4.08620
H -2.76109 2.27986 3.19893
H -4.35826 2.74572 2.55212
C -3.25155 -0.47426 3.30638
H -3.46821 -1.49783 2.97642
H -2.16073 -0.36104 3.39725
H -3.67787 -0.35168 4.31283
C -5.37996 0.17015 2.20061
H -5.81325 0.01067 3.19932
H -5.98148 0.93749 1.70289
H -5.47679 -0.77461 1.64758
C -3.00141 1.34472 -1.93352
H -3.38268 2.03333 -2.70395
H -1.91676 1.47796 -1.87470
H -3.20763 0.31284 -2.24364
C -3.46049 3.17252 -0.27468
H -2.39188 3.40413 -0.13826
H -3.84831 3.77223 -1.11297
H -3.99015 3.49532 0.63068
C -5.19988 1.41233 -0.77842
H -5.41563 0.34350 -0.90376
H -5.79959 1.80270 0.05035
H -5.52629 1.93240 -1.69128
Eu -0.15734 0.63470 1.23299
N 0.40659 1.98969 -0.74869
C 0.60710 1.92313 -1.91457
C 0.81209 1.83034 -3.29101
C 0.66113 3.16615 -3.71710
C 1.01402 0.81043 -4.28142
C 0.72547 3.55688 -5.02374
H 0.49070 3.88785 -2.89905
C 1.07357 1.22382 -5.62976
H 1.08565 -0.25544 -4.03626
C 0.93425 2.57228 -6.00026
H 0.63004 4.64315 -5.19139
H 1.23963 0.49397 -6.44402
H 1.00742 2.88956 -7.04357
N 2.13691 -1.23974 5.63919
C 1.51859 -0.40472 4.57391
C 0.86988 -1.47136 3.68721
O 1.03380 -2.66394 4.00389
O 0.20399 -1.08008 2.66369
H 1.79464 -2.22174 5.40344
H 1.84755 -0.93137 6.56778
H 3.15929 -1.19297 5.58894
H 0.79005 0.30053 4.98556
H 2.27972 0.18199 4.04602
*
```

Results
- E_tot (eV) = -83577.0748
- HOMO level (alpha / beta) (Eh) = -0.279 / -0.279

[3]
DFT (wB97M-V/def2-TZVPD) results for 12 unconnected molecules or ions with the total composition C36H58O36 at a distorted geometry.

The geometry in ORCA input format:
```
! RIJCOSX wB97M-V def2-TZVPD def2/J DEFGRID3
* xyz 0 1
C -3.45001 -0.22932 -0.41967
O -2.68235 0.86192 -1.01740
C -2.50613 1.00950 -2.30439
O -1.79652 1.83546 -2.81238
O -3.10550 0.04256 -2.98465
C -2.61474 -0.15602 -4.31519
H -4.43398 -0.24681 -0.88036
H -3.50094 0.03696 0.63125
H -2.85417 -1.12681 -0.56857
H -2.89743 0.69463 -4.92960
H -2.98130 -1.10221 -4.68587
H -1.53166 -0.17163 -4.22259
C -4.42064 3.22754 1.42838
O -3.01991 2.92623 1.50850
C -2.28272 3.77845 2.20288
O -2.67096 4.62022 2.93835
O -1.01685 3.48823 1.95020
C -0.06717 4.29574 2.57496
H -4.98011 2.39556 1.01340
H -4.53524 4.08535 0.75928
H -4.81370 3.47677 2.41495
H 0.02351 3.99416 3.61695
H -0.30474 5.35797 2.53708
H 0.91029 4.17671 2.13386
C -1.84453 0.43438 4.50791
O -2.63276 1.55973 4.80543
C -3.93998 1.39997 4.67619
O -4.43732 0.34556 4.45912
O -4.49145 2.50018 5.09173
C -5.92582 2.50210 5.15019
H -1.90150 -0.32122 5.28209
H -0.85003 0.85410 4.35622
H -2.04078 0.01348 3.51747
H -6.30761 1.53278 5.48613
H -6.33224 2.61976 4.14243
H -6.22714 3.27130 5.84615
C -1.29149 -3.15633 -2.87158
O -2.53633 -3.59877 -3.36784
C -3.63601 -3.70208 -2.63678
O -3.75010 -3.52284 -1.47355
O -4.64344 -4.05527 -3.44892
C -5.93496 -4.14778 -2.89020
H -0.77562 -2.76587 -3.74829
H -0.70015 -4.00127 -2.50554
H -1.23060 -2.38216 -2.10413
H -5.91486 -4.93746 -2.13994
H -6.61093 -4.44472 -3.68707
H -6.33317 -3.22844 -2.46664
C -1.45608 -8.24176 3.42701
O -2.27227 -7.07570 3.54317
C -1.77612 -5.96136 3.00534
O -0.74899 -5.88739 2.37514
O -2.54933 -4.94820 3.37078
C -2.13822 -3.63378 3.12026
H -0.70060 -8.17122 4.20993
H -1.03932 -8.37895 2.43476
H -2.07404 -9.10816 3.65006
H -1.08076 -3.38313 3.24446
H -2.69546 -2.90112 3.70215
H -2.29584 -3.30758 2.08567
O 4.88457 -1.28114 3.00378
C 4.78091 -0.40609 2.22536
O 5.58841 0.66983 2.16134
C 5.17646 1.49408 1.06023
C 4.48614 0.46408 0.20375
O 3.89830 -0.36985 1.18525
H 4.54067 2.31987 1.38358
H 6.06043 1.94024 0.61271
H 5.26185 -0.02518 -0.39168
H 3.75276 0.86424 -0.47918
O 2.36078 2.20788 -7.43395
C 1.50504 2.28659 -6.61122
O 1.67910 2.75202 -5.35437
C 0.41004 2.90605 -4.71824
C -0.47510 2.00016 -5.57880
O 0.21612 1.92573 -6.82893
H 0.40915 2.42709 -3.74506
H 0.02260 3.91989 -4.65484
H -1.48044 2.39586 -5.69902
H -0.53695 0.99860 -5.17755
O 4.73277 -3.96011 1.27130
C 3.66945 -4.10532 0.76615
O 2.79575 -5.06342 1.15096
C 1.47942 -4.81174 0.61114
C 1.83369 -3.81938 -0.49140
O 3.01923 -3.19634 -0.02341
H 1.12174 -5.74237 0.17868
H 0.79547 -4.43674 1.36294
H 1.05367 -3.09232 -0.72603
H 1.96730 -4.31141 -1.46390
O 1.08380 -0.79703 -4.37907
C 2.26168 -0.99701 -4.25075
O 3.11463 -1.14152 -5.28245
C 4.46745 -1.21059 -4.82565
C 4.31673 -1.14007 -3.27233
O 2.90669 -0.94669 -3.06407
H 4.95069 -2.16394 -5.01757
H 5.03702 -0.36179 -5.19256
H 4.84969 -0.33553 -2.77242
H 4.65813 -2.07802 -2.83362
O -0.70912 -1.64677 1.48420
C -0.22849 -0.74089 0.87049
O -0.12112 -0.67523 -0.47204
C 0.75945 0.42200 -0.82824
C 0.84984 1.23430 0.48127
O 0.24436 0.37550 1.45620
H 1.75149 0.07483 -1.11288
H 0.29117 0.94079 -1.65502
H 0.34471 2.19678 0.50193
H 1.85132 1.38221 0.88351
O 3.86504 4.48657 3.64972
C 3.55623 3.39121 3.94353
O 4.15918 2.58500 4.83699
C 3.30612 1.48937 5.16160
C 2.31209 1.46273 3.99628
O 2.50652 2.76229 3.37851
H 3.84928 0.55354 5.26859
H 2.80950 1.68120 6.11229
H 1.30514 1.36612 4.40004
H 2.46883 0.73993 3.19624
O 4.16799 3.31838 -3.17896
C 3.40033 4.08871 -2.75942
O 2.89140 3.98344 -1.49888
C 2.11981 5.12545 -1.17006
C 2.06667 5.90743 -2.50542
O 2.92987 5.18618 -3.35169
H 1.14071 4.78557 -0.86196
H 2.64853 5.75987 -0.46037
H 2.38521 6.94683 -2.44851
H 1.07093 5.99614 -2.94577
*
```

Results
- E_tot (eV) = -111982.3422
- energy relative to the best compared isomer or geometry (same formula, charge and spin) (kcal/mol) = 11.9
- HOMO level (Eh) = -0.394
- structure (SMILES) = COC(=O)OC.COC(=O)OC.COC(=O)OC.COC(=O)OC.COC(=O)OC.O=C1OCCO1.O=C1OCCO1.O=C1OCCO1.O=C1OCCO1.O=C1OCCO1.O=C1OCCO1.O=C1OCCO1

[4]
DFT (wB97M-V/def2-TZVPD) results for a single C4H5NO molecule.

The geometry in ORCA input format:
```
! RIJCOSX wB97M-V def2-TZVPD def2/J DEFGRID3
* xyz 0 1
C 2.02966 0.42870 -0.23301
C 0.71259 0.27091 -0.29087
N -0.25986 1.24656 0.04999
C -1.33758 0.59793 0.25054
C -1.14880 -0.88743 0.06766
O 0.11089 -0.93152 -0.57565
H 2.44490 1.39426 0.02354
H 2.68002 -0.42208 -0.39883
H -2.25491 1.07837 0.58343
H -1.07220 -1.37373 1.05277
H -1.90471 -1.40197 -0.52958
*
```

Results
- E_tot (eV) = -7765.2574
- energy relative to the best compared isomer or geometry (same formula, charge and spin) (kcal/mol) = 29.3
- HOMO level (Eh) = -0.322
- structure (SMILES) = C=C1N=CCO1

[5]
DFT (wB97M-V/def2-TZVPD) results for a gas-phase ion, C8H12N3 (charge +1) at a distorted geometry.

The geometry in ORCA input format:
```
! RIJCOSX wB97M-V def2-TZVPD def2/J DEFGRID3
* xyz 1 1
C -1.15010 1.72361 0.76887
C -0.21040 0.60773 0.32716
C 1.19641 0.42212 0.07591
C 2.27199 1.36274 0.04350
C 3.38676 0.64314 -0.21998
N 3.12329 -0.67732 -0.23539
C 1.78069 -0.86731 -0.01579
N 1.14440 -1.91493 0.44038
C -0.25061 -1.74609 0.79803
N -1.01956 -0.64789 0.19642
C -1.26315 -1.07181 -1.18763
H -0.49382 2.54686 1.02981
H -1.63316 1.40685 1.73768
H -1.91868 2.08046 0.02678
H 2.10780 2.37952 0.33663
H 4.37647 0.99234 -0.12508
H 3.83743 -1.33650 -0.42566
H -0.70173 -2.65507 0.49398
H -0.19176 -1.80112 1.92985
H -1.73277 -0.42198 0.85124
H -1.75649 -0.30588 -1.66618
H -0.30346 -1.00632 -1.68018
H -1.84098 -1.96914 -1.28780
*
```

Results
- E_tot (eV) = -12952.0168
- energy relative to the best compared isomer or geometry (same formula, charge and spin) (kcal/mol) = 64.4
- HOMO level (alpha / beta) (Eh) = -0.432 / -0.431
- structure (SMILES) = CC1=c2cc[nH]c2=NC[N@@H+]1C

[6]
DFT (wB97M-V/def2-TZVPD) results for a gas-phase ion, C7H8N (charge +1) at a distorted geometry.

The geometry in ORCA input format:
```
! RIJCOSX wB97M-V def2-TZVPD def2/J DEFGRID3
* xyz 1 1
C -0.67372 1.75451 0.36297
C -0.65200 0.69669 1.24976
C 0.34897 -0.34308 1.65615
C 0.19309 0.26526 -1.56269
C 0.80412 -0.91703 -0.73471
C -1.27093 -0.41075 0.24865
C -0.82191 0.73897 -0.59746
N -0.01602 -1.16125 0.46330
H -0.35013 2.77735 0.35779
H 1.38728 -0.02296 1.74418
H 0.03875 -0.88826 2.54752
H 0.92411 1.01822 -1.84624
H -0.30200 -0.10166 -2.46304
H 0.80440 -1.84047 -1.31113
H 1.82568 -0.69470 -0.43056
H -2.23969 -0.87086 0.31551
*
```

Results
- E_tot (eV) = -8866.9497
- energy relative to the best compared isomer or geometry (same formula, charge and spin) (kcal/mol) = 35.1
- HOMO level (Eh) = -0.521

[7]
DFT (wB97M-V/def2-TZVPD) results for 2 unconnected molecules or ions with the total composition C3H12NOS at a distorted geometry.

The geometry in ORCA input format:
```
! RIJCOSX wB97M-V def2-TZVPD def2/J DEFGRID3
* xyz 1 1
C -0.31537 -1.20845 -1.05273
C 0.85487 -0.19946 -0.90673
C 1.52443 -0.14045 0.43602
S 1.66293 1.20815 1.63913
N -1.54800 -0.56837 -0.32964
H -0.29969 -2.20577 -0.59645
H -0.63659 -1.30405 -2.09455
H 1.71078 -0.64514 -1.63728
H 0.46387 0.72171 -1.51306
H 0.85745 -0.98603 1.00199
H 2.52974 -0.47117 0.23311
H 2.84072 0.89858 1.93062
H -1.22203 0.42316 0.01068
H -1.84403 -0.98160 0.59117
H -2.33053 -0.53112 -1.00500
H -1.87624 2.53443 0.89172
H -0.83802 1.82885 1.50098
O -1.53430 1.62672 0.90003
*
```

Results
- E_tot (eV) = -17670.4572
- energy relative to the best compared isomer or geometry (same formula, charge and spin) (kcal/mol) = 46.0
- HOMO level (Eh) = -0.472